The following is a quantum chemistry calculation of 2 unconnected molecules or ions with the total composition C20H25F2Si in a non-equilibrium geometry, from OMol25.

Last column: Löwdin charge in e.
Geometry (Å):
1 C -1.75 -1.39 1.21  -0.112
2 C -0.47 -1.33 0.47  -0.174
3 C 0.36 -2.39 0.65  -0.185
4 C 1.67 -2.62 0.01  -0.251
5 Si 3.13 -1.81 0.96  0.498
6 C 4.73 -2.06 0.01  -0.183
7 C 2.76 0.02 1.11  -0.181
8 C 3.32 -2.59 2.65  -0.180
9 H -2.42 -0.57 0.95  0.023
10 H -2.27 -2.33 0.98  0.094
11 H -1.58 -1.36 2.29  0.093
12 H -0.24 -0.52 -0.21  0.077
13 H 0.04 -3.18 1.33  0.119
14 H 1.90 -3.70 -0.01  0.086
15 H 1.72 -2.22 -1.02  0.085
16 H 5.54 -1.52 0.53  0.038
17 H 5.01 -3.12 -0.04  0.038
18 H 4.66 -1.66 -1.01  0.032
19 H 3.53 0.51 1.72  0.043
20 H 2.74 0.51 0.13  0.020
21 H 1.79 0.21 1.59  0.025
22 H 4.09 -2.05 3.23  0.038
23 H 2.38 -2.55 3.22  0.031
24 H 3.63 -3.64 2.58  0.039
25 F 3.20 3.14 -1.81  0.087
26 C 1.91 2.84 -1.42  -0.204
27 C 1.52 3.16 -0.12  0.023
28 C 0.29 2.71 0.30  0.018
29 C -0.58 1.96 -0.56  -0.198
30 C -1.76 1.42 0.03  0.084
31 C -3.06 1.29 -0.58  -0.189
32 C -4.20 1.38 0.28  0.014
33 C -5.47 1.11 -0.16  0.037
34 C -5.63 0.72 -1.49  -0.192
35 F -6.87 0.33 -1.92  0.093
36 C -4.58 0.68 -2.40  0.042
37 C -3.30 1.00 -1.95  0.037
38 C -0.15 1.74 -1.90  0.021
39 C 1.09 2.19 -2.34  0.039
40 H 2.17 3.71 0.54  0.142
41 H -0.07 2.93 1.31  0.136
42 H -1.76 1.40 1.13  0.140
43 H -4.03 1.72 1.31  0.137
44 H -6.33 1.20 0.50  0.139
45 H -4.75 0.43 -3.45  0.139
46 H -2.49 1.04 -2.67  0.099
47 H -0.79 1.21 -2.60  0.105
48 H 1.41 2.03 -3.37  0.140

As for the total energy: -34450.5294 eV. Its total charge is +1. For the relative energy (zero: lowest compared OMol25 entry of this formula, charge and spin), the calculation gives 14.3 kcal/mol. For the molecular weight, the calculation gives 331.5 Da. The value obtained for the strongest force on any atom is 2.65 eV/Å. Its HOMO energy is -11.01 eV.


The following is a quantum chemistry calculation of a molecular structure, C17H18BClMgN6O2 in a non-equilibrium geometry, from OMol25.

Last column: Löwdin charge in e.
Geometry (Å):
1 C -1.16 1.63 2.37  -0.095
2 N -1.01 1.68 1.04  -0.018
3 N -1.64 2.86 0.61  -0.009
4 C -2.11 3.53 1.68  -0.026
5 C -1.84 2.77 2.83  -0.011
6 B -1.70 3.14 -0.92  -0.444
7 N -0.27 3.10 -1.55  -0.010
8 N 0.53 1.96 -1.41  -0.021
9 C 1.62 2.17 -2.18  -0.090
10 C 1.55 3.45 -2.77  -0.011
11 C 0.35 4.00 -2.33  -0.033
12 Mg 0.10 0.36 -0.12  0.745
13 N -2.39 1.88 -1.52  0.049
14 N -1.80 0.63 -1.33  0.073
15 C -2.59 -0.25 -1.96  -0.023
16 C -3.68 0.41 -2.55  0.107
17 C -3.51 1.76 -2.25  0.056
18 H -2.34 -1.31 -1.95  0.138
19 H -4.10 2.64 -2.49  0.158
20 H -4.49 -0.04 -3.11  0.139
21 H -2.29 4.15 -1.18  0.130
22 H -0.09 4.97 -2.48  0.140
23 H -2.58 4.50 1.55  0.137
24 H 2.28 3.89 -3.43  0.109
25 H -2.11 2.99 3.84  0.107
26 H 2.40 1.42 -2.26  0.106
27 H -0.74 0.81 2.95  0.119
28 H 1.94 -1.14 -1.79  0.034
29 C 2.87 -1.14 -1.19  -0.031
30 H 3.71 -0.78 -1.81  0.045
31 H 2.75 -0.50 -0.30  0.023
32 H 3.11 -2.17 -0.87  0.037
33 Cl 2.51 -7.03 3.05  0.929
34 C 1.97 -5.49 2.54  -0.566
35 C 2.27 -4.34 3.29  -0.004
36 C 1.81 -3.09 2.86  0.071
37 C 1.05 -2.99 1.69  -0.048
38 C 0.76 -4.14 0.95  0.052
39 C 1.23 -5.38 1.35  -0.010
40 C 0.61 -1.69 1.10  -0.540
41 O 1.15 -0.59 1.50  -0.030
42 O -0.27 -1.69 0.16  -0.042
43 H 2.86 -4.45 4.19  0.135
44 H 2.05 -2.19 3.42  0.147
45 H 0.16 -4.04 0.05  0.142
46 H 1.03 -6.26 0.74  0.135

As for the total energy: -49587.1525 eV. Its total charge is +2. For the molecular weight, the calculation gives 408.9 Da. The value obtained for the strongest force on any atom is 3.09 eV/Å. Its HOMO energy (alpha / beta) is -14.31 / -14.45 eV.


The following is a quantum chemistry calculation of a single C4H3N3 molecule in a non-equilibrium geometry, from OMol25.

Last column: Löwdin charge in e.
Geometry (Å):
1 N 3.17 -0.02 -0.22  0.137
2 C 2.01 0.16 0.11  -0.181
3 C 0.64 0.25 0.07  -0.232
4 C -0.39 1.26 -0.05  -0.123
5 N -1.58 0.76 -0.19  0.049
6 N -1.46 -0.65 -0.07  0.057
7 C -0.16 -0.88 0.06  -0.080
8 H -0.06 2.25 0.35  0.136
9 H -2.22 -1.21 0.00  0.108
10 H 0.05 -1.92 -0.06  0.130

As for the total energy: -8664.5607 eV. For the relative energy (zero: lowest compared OMol25 entry of this formula, charge and spin), the calculation gives 42.7 kcal/mol. For the molecular weight, the calculation gives 93.1 Da. The value obtained for the strongest force on any atom is 8.91 eV/Å. Its HOMO energy is -9.64 eV.


The following is a quantum chemistry calculation of 3 unconnected molecules or ions with the total composition C41H29NO8 in a non-equilibrium geometry, from OMol25.

Last column: Löwdin charge in e.
Geometry (Å):
1 O 0.76 -0.32 -2.84  0.028
2 C 0.64 0.66 -3.63  -0.250
3 O 1.75 1.03 -4.43  -0.096
4 C 2.14 2.42 -4.19  -0.161
5 C 0.94 3.43 -4.65  -0.181
6 C 0.18 4.07 -3.39  -0.203
7 C -1.02 5.07 -3.77  -0.174
8 C -2.29 4.20 -4.20  -0.148
9 C -2.31 3.62 -5.65  -0.009
10 C -3.46 2.74 -6.21  0.025
11 C -4.63 2.42 -5.25  -0.036
12 C -4.60 3.00 -3.82  -0.027
13 C -3.48 3.90 -3.25  0.060
14 C -5.94 2.44 -3.18  -0.327
15 O -6.36 2.42 -2.00  0.066
16 N -6.74 1.80 -4.27  0.122
17 C -5.95 1.57 -5.48  -0.341
18 O -6.18 0.92 -6.52  0.069
19 H -0.40 1.15 -3.68  0.156
20 H 3.01 2.63 -4.92  0.134
21 H 2.47 2.61 -3.11  0.135
22 H 0.27 2.81 -5.33  0.096
23 H 1.39 4.27 -5.30  0.122
24 H -0.23 3.24 -2.72  0.111
25 H 0.95 4.69 -2.79  0.123
26 H -1.31 5.62 -2.79  0.117
27 H -0.74 5.88 -4.52  0.122
28 H -1.43 3.85 -6.33  0.095
29 H -3.50 2.29 -7.25  0.111
30 H -3.56 4.31 -2.20  0.113
31 H -6.93 0.86 -3.87  0.150
32 O 3.73 -0.59 4.42  0.107
33 C 3.85 0.05 3.38  -0.279
34 C 3.91 1.53 3.42  -0.083
35 C 3.85 2.20 4.64  0.004
36 C 3.95 3.58 4.69  -0.057
37 C 4.11 4.31 3.51  -0.059
38 C 4.15 3.65 2.29  0.000
39 C 4.05 2.26 2.24  -0.085
40 C 4.08 1.57 0.93  -0.280
41 O 4.15 2.21 -0.11  0.090
42 C 4.04 0.09 0.89  -0.086
43 C 4.10 -0.57 -0.33  0.005
44 C 4.10 -1.96 -0.37  -0.052
45 C 4.03 -2.70 0.81  -0.064
46 C 3.95 -2.04 2.04  -0.003
47 C 3.95 -0.64 2.08  -0.085
48 H 3.73 1.63 5.56  0.122
49 H 3.90 4.10 5.64  0.108
50 H 4.20 5.39 3.55  0.107
51 H 4.27 4.22 1.37  0.119
52 H 4.16 -0.01 -1.26  0.120
53 H 4.15 -2.48 -1.33  0.112
54 H 4.04 -3.78 0.78  0.111
55 H 3.89 -2.61 2.95  0.125
56 O 0.72 -5.76 3.19  0.100
57 C -0.37 -5.21 3.25  -0.279
58 C -1.47 -5.79 4.05  -0.084
59 C -1.25 -6.97 4.77  0.002
60 C -2.27 -7.50 5.55  -0.059
61 C -3.50 -6.86 5.63  -0.059
62 C -3.73 -5.69 4.90  0.002
63 C -2.71 -5.16 4.11  -0.084
64 C -2.97 -3.93 3.32  -0.280
65 O -4.08 -3.41 3.33  0.101
66 C -1.87 -3.34 2.54  -0.085
67 C -2.09 -2.16 1.82  0.004
68 C -1.05 -1.58 1.10  -0.050
69 C 0.22 -2.17 1.10  -0.043
70 C 0.43 -3.35 1.80  0.008
71 C -0.61 -3.94 2.52  -0.082
72 H -0.29 -7.47 4.72  0.121
73 H -2.09 -8.41 6.12  0.107
74 H -4.29 -7.27 6.26  0.107
75 H -4.69 -5.20 4.96  0.121
76 H -3.07 -1.69 1.82  0.121
77 H -1.22 -0.66 0.55  0.108
78 H 1.03 -1.71 0.55  0.101
79 H 1.42 -3.81 1.79  0.106

As for the total energy: -60853.8542 eV. For the molecular weight, the calculation gives 663.7 Da. The value obtained for the strongest force on any atom is 4.75 eV/Å. Its HOMO energy is -9.62 eV.


The following is a quantum chemistry calculation of 2 unconnected molecules or ions with the total composition C4H5N3O in a non-equilibrium geometry, from OMol25.

Last column: Löwdin charge in e.
Geometry (Å):
1 C -0.86 -0.31 -0.09  -0.459
2 C 0.26 1.66 -0.08  -0.215
3 C 1.50 1.08 -0.23  -0.025
4 C 1.56 -0.42 -0.27  -0.294
5 H -2.02 -1.74 0.14  0.001
6 H -2.99 -0.32 0.95  0.291
7 H 0.08 2.78 0.34  0.156
8 H 2.57 1.54 -0.29  0.139
9 H 0.25 -2.10 0.05  0.150
10 N -2.18 -0.85 -0.25  0.075
11 N -0.88 1.04 -0.10  0.055
12 N 0.19 -1.15 -0.31  0.172
13 O 2.52 -1.20 0.13  -0.045

As for the total energy: -10742.9998 eV. For the relative energy (zero: lowest compared OMol25 entry of this formula, charge and spin), the calculation gives 106.4 kcal/mol. For the molecular weight, the calculation gives 111.1 Da. The value obtained for the strongest force on any atom is 5.70 eV/Å. Its HOMO energy is -8.80 eV.


The following is a quantum chemistry calculation of a single C9H17BS molecule in a non-equilibrium geometry, from OMol25.

Last column: Löwdin charge in e.
Geometry (Å):
1 C 3.65 -0.58 -0.62  -0.370
2 S 2.96 0.83 0.33  0.894
3 B 1.19 0.41 0.44  -0.494
4 C 0.41 -0.91 0.01  -0.303
5 C -0.20 -0.63 -1.41  -0.133
6 C -1.25 0.54 -1.40  -0.167
7 C -0.57 1.81 -0.84  -0.180
8 C -0.07 1.64 0.60  -0.229
9 C -1.28 1.17 1.52  -0.131
10 C -1.66 -0.36 1.42  -0.183
11 C -0.57 -1.39 1.06  -0.142
12 H 4.43 -0.16 -1.21  0.019
13 H 2.85 -0.92 -1.29  0.034
14 H 4.11 -1.29 -0.04  0.002
15 H 1.05 -1.78 -0.24  0.121
16 H -0.78 -1.59 -1.65  0.138
17 H 0.54 -0.51 -2.13  0.079
18 H -2.02 0.13 -0.81  0.059
19 H -1.55 0.77 -2.39  0.103
20 H 0.19 1.93 -1.62  0.122
21 H -1.22 2.67 -0.81  0.107
22 H 0.31 2.53 0.90  0.065
23 H -2.21 1.67 1.08  0.121
24 H -1.36 1.47 2.60  0.109
25 H -2.00 -0.54 2.44  0.105
26 H -2.47 -0.46 0.75  0.073
27 H 0.05 -1.59 1.85  0.091
28 H -1.05 -2.17 0.58  0.090

As for the total energy: -21119.5371 eV. For the molecular weight, the calculation gives 168.1 Da. The value obtained for the strongest force on any atom is 4.40 eV/Å. Its HOMO energy is -9.09 eV.